DFT (ωB97M-V/def2-TZVPD) results for a 6-piece molecular cluster, C45H66F6NO21PS6 overall in a non-equilibrium geometry.

Results
* DFT total energy: -6718.7133 a.u.
* ΔE to the lowest compared entry with this formula, charge and spin: 360.27 kJ/mol
* orbital gap: 7.67 eV
* lowest unoccupied orbital energy: -0.66 eV
* charge: 0
* SMILES: CC[C@H](F)c1c(CCC(=O)O)c(-c2cccnc2)c(P(O)(O)=S)c2c1C(=O)c1ccc(CCCC(F)(F)C(F)(F)F)cc1C2=O.CCOS(C)(=O)=O.CCOS(C)(=O)=O.CCOS(C)(=O)=O.CCOS(C)(=O)=O.CCOS(C)(=O)=O

Element x y z (Å)
C (1.566595, 6.660406, 1.566158)
C (1.581327, 5.308555, 0.724615)
C (0.744945, 4.247649, 1.562403)
F (1.425967, 4.043274, 2.785034)
C (0.462155, 2.955001, 0.753539)
C (1.271835, 1.738021, 0.741742)
C (2.585366, 1.681624, 1.575847)
C (3.654105, 2.675101, 0.895507)
C (4.944642, 1.930366, 0.429130)
O (4.922726, 1.363651, -0.628839)
O (6.093400, 1.979513, 1.239255)
C (0.845926, 0.570963, -0.056872)
C (1.727563, -0.697078, -0.007669)
C (2.693986, -0.956130, -1.070410)
C (3.432634, -2.189166, -0.835168)
C (3.130156, -2.999777, 0.313696)
N (2.233898, -2.803738, 1.333817)
C (1.601078, -1.617948, 1.089032)
C (-0.353496, 0.562461, -0.899184)
P (-0.829581, -0.944986, -1.885305)
O (-0.504567, -2.377650, -1.059465)
O (-2.474291, -1.000458, -2.174473)
S (0.253688, -0.962464, -3.478451)
C (-1.145038, 1.808057, -0.920721)
C (-0.753048, 2.964502, -0.095163)
C (-1.704071, 4.212097, -0.166219)
O (-1.321279, 5.354967, -0.212299)
C (-3.223876, 3.838366, -0.222230)
C (-4.198208, 4.584116, 0.539720)
C (-5.601509, 4.122894, 0.445160)
C (-6.018996, 2.986269, -0.351805)
C (-7.488900, 2.495877, -0.503347)
C (-8.525777, 3.162123, 0.481769)
C (-9.521384, 2.115253, 1.165986)
C (-11.014502, 2.356494, 0.803217)
F (-11.521828, 3.551491, 1.263817)
F (-11.170213, 2.311701, -0.570743)
C (-11.884996, 1.188618, 1.451188)
F (-13.136964, 1.636017, 1.818330)
F (-12.103388, 0.172395, 0.557335)
F (-11.329077, 0.677733, 2.591295)
C (-4.987056, 2.244590, -1.117192)
C (-3.615573, 2.679007, -1.049533)
C (-2.431055, 1.986849, -1.804833)
O (-2.503221, 1.673419, -2.960852)
H (0.514339, 7.068962, 1.568120)
H (1.822180, 6.489302, 2.644167)
H (2.239643, 7.434386, 1.122359)
H (2.647417, 5.011340, 0.594885)
H (1.101487, 5.552273, -0.252423)
H (-0.207154, 4.788306, 1.824296)
H (3.078796, 0.680817, 1.589518)
H (2.405282, 1.952560, 2.651862)
H (3.859776, 3.571581, 1.537727)
H (3.166022, 3.073711, -0.035359)
H (6.678141, 2.620929, 0.788100)
H (2.861373, -0.298025, -1.945330)
H (4.228352, -2.505061, -1.546727)
H (3.720521, -3.951187, 0.400010)
H (0.857580, -1.322000, 1.882421)
H (-1.367581, -2.641833, -0.678144)
H (-2.579450, -1.444098, -3.047507)
H (-3.915921, 5.440807, 1.187847)
H (-6.332587, 4.721833, 1.041011)
H (-7.581202, 1.372384, -0.492021)
H (-7.808293, 2.792643, -1.545680)
H (-8.066027, 3.740668, 1.318070)
H (-9.127157, 3.909273, -0.110790)
H (-9.167776, 1.094441, 0.880178)
H (-9.433348, 2.241976, 2.280861)
H (-5.232229, 1.359263, -1.746288)
O (5.572534, -4.948449, -0.084441)
S (6.877435, -4.471232, -0.442745)
O (7.247508, -4.251083, -1.809385)
O (7.982796, -5.409267, 0.249369)
C (7.914517, -6.822059, 0.021708)
C (8.442401, -7.197961, -1.349726)
C (7.224272, -3.004928, 0.477477)
H (6.894047, -7.185259, 0.166289)
H (8.534899, -7.291042, 0.786702)
H (7.792249, -6.817873, -2.139216)
H (8.501507, -8.282865, -1.454234)
H (9.433120, -6.769913, -1.512935)
H (6.985680, -3.180423, 1.524486)
H (6.599984, -2.205918, 0.077560)
H (8.275792, -2.752688, 0.354170)
O (3.024751, -3.691303, -3.723698)
S (2.675135, -4.551288, -4.814052)
O (1.757998, -4.139141, -5.834015)
O (2.193071, -5.964682, -4.224125)
C (1.138773, -5.966181, -3.252826)
C (-0.219670, -5.757157, -3.894894)
C (4.154275, -5.127240, -5.588814)
H (1.329125, -5.218573, -2.478259)
H (1.162197, -6.944289, -2.769704)
H (-0.307756, -4.752077, -4.310990)
H (-1.016024, -5.889044, -3.159741)
H (-0.372027, -6.461253, -4.715242)
H (4.839185, -5.483227, -4.821634)
H (4.594580, -4.289369, -6.127433)
H (3.899825, -5.924523, -6.284732)
O (-3.920712, -3.193570, -4.623995)
S (-5.191598, -3.675706, -4.161682)
O (-5.721481, -4.936549, -4.585221)
O (-6.299644, -2.539896, -4.406182)
C (-6.448786, -2.008629, -5.729911)
C (-7.209979, -2.957864, -6.635373)
C (-5.211979, -3.626033, -2.395859)
H (-5.474224, -1.753735, -6.153182)
H (-7.010092, -1.078560, -5.630606)
H (-6.634495, -3.864604, -6.827669)
H (-7.423820, -2.484053, -7.595004)
H (-8.149735, -3.263751, -6.171847)
H (-4.852161, -2.653106, -2.064921)
H (-4.553021, -4.414354, -2.034107)
H (-6.228760, -3.803396, -2.050496)
O (0.080646, -1.649931, 6.298358)
S (-0.251795, -2.526136, 5.212313)
O (-1.160462, -2.127262, 4.176197)
O (-0.740980, -3.935347, 5.813274)
C (-1.806812, -3.932874, 6.769112)
C (-3.157416, -3.737256, 6.106716)
C (1.235479, -3.108588, 4.463259)
H (-1.630407, -3.177470, 7.538827)
H (-1.785680, -4.906076, 7.261754)
H (-3.244758, -2.737089, 5.679559)
H (-3.963120, -3.866175, 6.831903)
H (-3.294533, -4.450067, 5.291434)
H (1.911961, -3.454338, 5.242313)
H (1.682304, -2.278619, 3.919008)
H (0.991579, -3.914051, 3.773871)
O (6.574241, 5.772443, 2.164477)
S (6.215363, 6.726992, 3.174509)
O (4.860681, 7.155766, 3.355108)
O (7.153337, 8.021718, 3.025374)
C (7.210022, 8.677329, 1.752233)
C (5.980134, 9.529126, 1.501943)
C (6.844554, 6.179383, 4.730723)
H (7.356422, 7.948471, 0.951364)
H (8.093108, 9.317435, 1.770736)
H (5.088858, 8.909802, 1.389174)
H (6.099717, 10.117566, 0.590508)
H (5.800525, 10.204112, 2.340669)
H (7.887187, 5.893212, 4.609209)
H (6.252308, 5.320883, 5.044649)
H (6.743552, 6.985806, 5.454569)

Cartesian forces (eV/Å) of the 6 atoms listed first:
C -0.66 -0.24 -0.03
C -0.06 1.15 1.24
C 0.37 1.04 -1.10
F -0.47 -0.33 -0.85
C -1.26 -1.44 -1.20
C -1.31 -0.15 -0.44

Atomic partial charges in e from the Mulliken method, atoms 1 to 8: C -1.2364; C -0.0680; C -0.2880; F -0.4347; C 0.3901; C 0.1197; C -0.9870; C -0.2332


DFT (ωB97M-V/def2-TZVPD) results for one molecule with the formula C5H6ClNS in a non-equilibrium geometry.

Results
* DFT total energy: -1107.1234 a.u.
* ΔE to the lowest compared entry with this formula, charge and spin: 333.13 kJ/mol
* orbital gap (alpha / beta): 7.10 / 7.82 eV
* lowest unoccupied orbital energy (alpha / beta): -0.93 / -0.55 eV
* charge: 0

Element x y z (Å)
C (2.097311, -0.310525, -0.103208)
C (-0.302433, -1.228513, -0.046592)
C (-1.479547, -0.241316, -0.007721)
C (0.013563, 1.579743, 0.686363)
C (0.827008, -0.380861, -0.619548)
N (3.136376, -0.194571, 0.425030)
S (-1.155178, 0.642181, 1.530464)
Cl (0.647063, 0.087877, -2.339355)
H (-0.157863, -1.591692, 0.910898)
H (-0.393915, -2.148095, -0.773143)
H (-1.411953, 0.496292, -0.761598)
H (-2.476019, -0.719669, 0.107818)
H (0.929875, 2.088474, 1.231119)
H (-0.274288, 1.920674, -0.240525)

Cartesian forces (eV/Å) of the 6 atoms listed first:
C 2.81 0.17 1.37
C 0.46 -0.15 -4.57
C -1.49 -1.80 1.89
C 3.13 -0.90 2.69
C -1.85 0.86 0.32
N -1.38 -0.30 -0.86

Atomic partial charges in e from the Mulliken method, atoms 1 to 8: C 0.2183; C -0.5005; C -0.6327; C -0.6442; C 0.0625; N -0.4866; S -0.0305; Cl -0.1465


DFT (ωB97M-V/def2-TZVPD) results for CFN4 as an isolated structure in a non-equilibrium geometry.

Results
* DFT total energy: -356.9255 a.u.
* ΔE to the lowest compared entry with this formula, charge and spin: 267.64 kJ/mol
* orbital gap: 8.01 eV
* lowest unoccupied orbital energy: 4.56 eV
* charge: -1

Element x y z (Å)
C (-0.862750, 0.032674, 0.004150)
N (1.146663, -0.868931, -0.001925)
N (-0.212391, -1.044344, 0.002856)
N (0.649787, 1.292875, 0.003099)
N (1.470458, 0.387027, -0.004700)
F (-2.191768, 0.200697, -0.003480)

Force components x, y, z for each atom (eV/Å):
C 3.50 2.32 -0.01
N 0.70 -1.41 -0.02
N -1.50 0.01 -0.01
N -3.27 -1.17 -0.03
N 0.47 0.54 0.05
F 0.10 -0.29 0.02

Partial charges, Mulliken, in e: C 0.2149; N -0.4373; N -0.2091; N -0.2681; N -0.0590; F -0.2415


DFT (ωB97M-V/def2-TZVPD) results for a 2-piece molecular cluster, C2H5NO2 overall in a non-equilibrium geometry.

Results
* DFT total energy: -284.1045 a.u.
* <S²>: 2.020
* ΔE to the lowest compared entry with this formula, charge and spin: 379.87 kJ/mol
* orbital gap (alpha / beta): 8.01 / 9.29 eV
* spin multiplicity: 3
* lowest unoccupied orbital energy (alpha / beta): 0.63 / -0.72 eV
* charge: 0

Element x y z (Å)
C (-1.522465, 0.394247, 0.360060)
C (-1.462089, -0.774373, -0.153226)
N (1.138891, -1.207252, -0.107586)
O (1.662431, 1.124979, -0.367293)
O (1.525597, -0.149426, 0.487701)
H (-2.433155, 0.978948, 0.461702)
H (-0.622379, 0.874208, 0.731590)
H (-1.867538, -1.633164, -0.616154)
H (1.492671, -1.330424, -1.054875)
H (2.088033, 1.722255, 0.258078)

Cartesian forces (eV/Å) of the 6 atoms listed first:
C -0.13 0.98 0.45
C -0.08 -0.67 -0.24
N 0.58 -0.23 0.44
O -0.25 -0.91 -0.70
O 0.18 0.41 0.30
H -0.23 0.08 -0.04

Atomic partial charges in e from the Mulliken method, atoms 1 to 8: C -0.4350; C -0.3679; N -0.2356; O -0.3458; O -0.0349; H 0.2440; H 0.2227; H 0.3830